# 1
The following is a DFT calculation (ωB97M-V/def2-TZVPD) of a single C3Cl5F molecule.

Geometry (Å):
Cl  1.075556  -1.396842  -1.469903
Cl  -1.785726  -1.561166  -0.015200
Cl  0.986030  -1.315485  1.430829
Cl  2.600272  0.646465  -0.038190
Cl  0.043879  2.257495  0.006240
F  -2.408047  1.020103  -0.002459
C  -1.420466  0.105870  0.100403
C  1.048088  -0.318469  0.003681
C  -0.139584  0.562029  -0.015403

Forces on atoms 1 to 2 (eV/Å):
0.1 0.5 0.4
-0.9 0.7 0.2

The value obtained for the strongest force on any atom is 2.43 eV/Å. The calculation puts the calculated total energy at -2515.09257 Ha. Its energy above the lowest of the compared OMol25 structures with the same formula, charge and spin is 0.0 kcal/mol. Its HOMO-LUMO gap is 9.7 eV. The SMILES is F/C(Cl)=C(\Cl)C(Cl)(Cl)Cl. The value obtained for the lowest unoccupied orbital energy is 0.0 eV.

***

# 2
The following is a DFT calculation (ωB97M-V/def2-TZVPD) of a molecular structure, C3F21O9P2PdS3.

Geometry (Å):
Pd  -0.080922  0.345481  -0.002678
S  3.378788  0.598631  -0.473468
S  -3.519702  0.018581  1.166012
S  0.782038  -2.683519  1.760582
P  -0.487102  2.892141  1.819482
P  -0.474422  0.116051  -2.977968
F  -5.144952  -1.199739  -0.679268
F  -1.403722  4.278731  1.671522
F  -5.345532  -1.959519  1.392162
F  0.359528  3.563971  3.124122
F  -0.216882  1.296451  -1.944578
F  0.205708  -0.905439  -1.854378
F  -0.581852  -1.053119  -4.153188
F  0.307058  1.493251  1.864762
F  5.384518  1.947871  -1.515028
F  2.217758  -4.774349  1.016832
F  0.597078  3.581401  0.740962
F  -1.864802  -0.179449  -2.240238
F  4.008218  3.143281  -0.421268
F  0.363868  -4.570579  -0.246238
F  -1.163322  1.026561  -4.110298
F  3.436008  2.535151  -2.374618
F  1.051968  0.405981  -3.532758
F  -3.643062  -2.525679  0.240272
F  -1.257022  2.312891  0.511702
F  2.001338  -3.272339  -0.500078
F  -1.571952  2.205291  2.821672
O  1.942908  0.793231  -0.181208
O  -2.176452  -0.022919  0.636302
O  1.924338  -2.365089  2.618682
O  4.118178  0.395551  0.756802
O  -4.238932  1.164351  0.619552
O  -3.499922  -0.088409  2.654002
O  3.591368  -0.422079  -1.533268
O  -0.275012  -3.385239  2.542142
O  0.324688  -1.451189  1.121042
C  4.072628  2.209461  -1.236598
C  -4.521122  -1.513079  0.455732
C  1.398688  -3.952589  0.442792

Forces on atoms 1 to 2 (eV/Å):
1.6 -2.1 0.7
0.5 -3.5 -1.2

The value obtained for the strongest force on any atom is 4.86 eV/Å. Its spin multiplicity is 4. The calculation puts the calculated total energy at -4894.21338 Ha. Its energy above the lowest of the compared OMol25 structures with the same formula, charge and spin is 2.6 kcal/mol. Its HOMO-LUMO gap (alpha / beta) is 8.6 / 3.2 eV. As for the total charge: -2. The value obtained for the lowest unoccupied orbital energy (alpha / beta) is 4.0 / -1.3 eV. Its expectation value of S² is 3.770.

***

# 3
The following is a DFT calculation (ωB97M-V/def2-TZVPD) of 2 unconnected molecules or ions with the total composition C3F3N2P.

Geometry (Å):
P  0.316878  -0.412671  1.405788
F  2.384907  0.156372  -0.319136
F  0.353297  0.696780  -1.098246
F  1.339107  1.826106  0.429429
N  -0.078283  -2.524549  -0.635412
N  -3.220540  0.769420  -0.194239
C  -2.186489  0.630004  0.214734
C  1.131878  0.566741  0.024507
C  -0.040755  -1.708206  0.172576

Forces on atoms 1 to 2 (eV/Å):
-2.8 -0.2 -2.5
-1.3 -0.8 0.2

The value obtained for the strongest force on any atom is 7.32 eV/Å. The calculation puts the calculated total energy at -864.59999 Ha. Its energy above the lowest of the compared OMol25 structures with the same formula, charge and spin is 46.3 kcal/mol. Its HOMO-LUMO gap (alpha / beta) is 6.8 / 6.8 eV. The value obtained for the lowest unoccupied orbital energy (alpha / beta) is -4.6 / -4.6 eV.

***

# 4
The following is a DFT calculation (ωB97M-V/def2-TZVPD) of a molecular structure, C3F9O17S5Sr.

Geometry (Å):
Sr  11.455490  -5.779660  19.113750
S  13.929790  -8.302990  17.313210
S  14.435360  -5.932020  21.058280
S  9.602330  -8.201090  20.062960
S  12.485520  -2.819300  16.667710
S  10.091240  -3.367000  20.653430
F  15.852540  -6.384840  17.113030
F  14.806300  -6.848370  15.285420
F  16.336930  -8.234200  15.993970
F  16.869720  -6.739200  19.828350
F  17.025340  -5.528720  21.716990
F  16.593100  -4.645800  19.883620
F  12.069910  -2.241070  14.088870
F  10.845000  -3.880530  14.835460
F  10.265280  -1.941710  15.575300
O  9.784180  -9.589760  19.675610
O  13.811750  -2.882890  15.939800
O  13.047250  -7.229630  17.776420
O  12.129950  -4.035970  17.433170
O  9.756670  -4.009130  19.387660
O  13.629610  -5.786030  19.873960
O  9.502810  -7.347170  18.896310
O  10.326510  -1.952300  20.516670
O  13.292090  -9.118140  16.289820
O  14.306930  -7.283360  21.581260
O  9.046900  -3.712140  21.623470
O  11.340540  -4.065720  20.995400
O  12.226770  -1.560170  17.431290
O  8.369440  -8.054480  20.929230
O  10.780730  -7.641030  20.743630
O  14.151600  -4.910030  22.088020
O  14.620030  -9.101420  18.347520
C  16.288560  -5.735580  20.571780
C  11.300900  -2.657170  15.132710
C  15.335220  -7.405590  16.375750

Forces on atoms 1 to 2 (eV/Å):
-2.0 0.1 0.8
-1.0 -0.8 1.8

The value obtained for the strongest force on any atom is 4.74 eV/Å. The calculation puts the calculated total energy at -4313.62498 Ha. Its HOMO-LUMO gap is 3.8 eV. As for the total charge: -5. The value obtained for the lowest unoccupied orbital energy is 9.9 eV.

***

# 5
The following is a DFT calculation (ωB97M-V/def2-TZVPD) of a gas-phase ion, C3FIO4 (charge -2).

Geometry (Å):
I  2.466251  -0.070295  0.380476
F  0.465553  0.119650  -1.733849
O  -1.129642  1.929201  -0.642417
O  0.315755  -2.098773  0.833836
O  -0.249039  1.642728  1.418593
O  -1.496234  -1.473388  -0.269943
C  -0.304621  -1.369465  0.073595
C  0.405164  -0.075966  -0.304632
C  -0.473183  1.396310  0.244341

Forces on atoms 1 to 2 (eV/Å):
0.1 0.2 -0.1
0.2 -0.7 1.3

The value obtained for the strongest force on any atom is 3.66 eV/Å. The calculation puts the calculated total energy at -812.85987 Ha. Its energy above the lowest of the compared OMol25 structures with the same formula, charge and spin is 20.9 kcal/mol. Its HOMO-LUMO gap is 5.6 eV. As for the total charge: -2. The SMILES is O=C([O-])C(F)(I)C(=O)[O-]. The value obtained for the lowest unoccupied orbital energy is 5.0 eV.

***

# 6
The following is a DFT calculation (ωB97M-V/def2-TZVPD) of a molecular structure, C3H10AgN2O3.

Geometry (Å):
Ag  -1.087925  -0.103210  -0.401240
O  -2.770884  1.314132  -1.431093
O  0.638131  0.212187  -2.258197
O  0.208441  -1.103792  1.305965
N  0.310637  -1.296360  3.572242
N  1.979620  -2.123427  2.316799
C  1.424563  0.008210  -3.371823
C  -2.920265  2.620524  -0.983546
C  0.766637  -1.527054  2.320442
H  2.425571  -0.187896  -2.944357
H  -0.376454  -0.564619  3.650780
H  1.386204  0.890605  -4.033067
H  -3.979772  2.925632  -0.973969
H  -2.447126  2.881720  -0.024922
H  2.477440  -2.372372  1.479633
H  -2.467444  3.356602  -1.672716
H  1.168067  -0.864962  -4.002023
H  2.289662  -2.567396  3.159854
H  0.974894  -1.498529  4.291236

Forces on atoms 1 to 2 (eV/Å):
-0.2 1.1 -1.7
0.6 -0.3 1.2

The value obtained for the strongest force on any atom is 2.50 eV/Å. The calculation puts the calculated total energy at -602.43018 Ha. Its energy above the lowest of the compared OMol25 structures with the same formula, charge and spin is 0.0 kcal/mol. Its HOMO-LUMO gap is 4.7 eV. As for the total charge: -1. The value obtained for the lowest unoccupied orbital energy is 2.3 eV.

***

# 7
The following is a DFT calculation (ωB97M-V/def2-TZVPD) of a molecular structure, C3H10BNO4Tl.

Geometry (Å):
Tl  17.697964  -16.941541  -4.799651
O  16.642814  -14.791598  -6.327002
O  16.245144  -17.095611  -2.347016
O  15.788742  -14.629764  -4.416081
O  15.726394  -18.657004  -0.939626
N  16.093000  -17.548223  -1.208784
C  14.887330  -13.139513  -6.066457
C  15.823338  -14.169539  -5.573909
C  16.354810  -16.602820  -0.091754
B  19.315718  -17.215157  -2.513284
H  15.441458  -15.998812  -0.072435
H  15.435819  -12.250631  -6.387695
H  20.164165  -17.559378  -3.281521
H  14.247966  -13.496005  -6.871973
H  18.383571  -17.991405  -2.612226
H  19.651297  -17.200761  -1.364458
H  16.468484  -17.097026  0.862457
H  14.248839  -12.798944  -5.248624
H  19.111396  -16.068263  -2.903348
H  17.095447  -15.869452  -0.392786

Forces on atoms 1 to 2 (eV/Å):
-0.7 2.1 1.6
0.9 -0.1 -2.5

The value obtained for the strongest force on any atom is 4.85 eV/Å. The calculation puts the calculated total energy at -672.73002 Ha. Its HOMO-LUMO gap is 3.9 eV. As for the total charge: +1. The value obtained for the lowest unoccupied orbital energy is -10.1 eV.

***

# 8
The following is a DFT calculation (ωB97M-V/def2-TZVPD) of a molecular structure, C3H10Br2Ta.

Geometry (Å):
Ta  -1.843733  0.424046  0.016768
Br  2.322080  -2.155272  0.623615
Br  -0.445431  -2.599734  -1.052176
C  1.950678  0.600885  0.108757
C  1.084438  -0.606223  0.410792
C  0.038039  -0.752171  -0.674845
H  -3.385026  1.367530  0.421982
H  -0.979065  1.888985  -0.740189
H  2.613868  0.373723  -0.722565
H  0.638358  -0.533389  1.396981
H  -2.365082  -1.100990  0.950276
H  -1.147246  1.097106  1.617105
H  -2.787746  0.047834  -1.540596
H  2.543225  0.889162  0.972129
H  1.308496  1.430518  -0.184249
H  0.454149  -0.372011  -1.603784

Forces on atoms 1 to 2 (eV/Å):
-0.4 -0.8 -0.3
0.3 0.0 0.1

The value obtained for the strongest force on any atom is 0.92 eV/Å. The calculation puts the calculated total energy at -5325.16465 Ha. Its energy above the lowest of the compared OMol25 structures with the same formula, charge and spin is 0.0 kcal/mol. Its HOMO-LUMO gap is 7.7 eV. As for the total charge: -1. The value obtained for the lowest unoccupied orbital energy is 2.8 eV.

***

# 9
The following is a DFT calculation (ωB97M-V/def2-TZVPD) of 2 unconnected molecules or ions with the total composition C3H10FN2.

Geometry (Å):
F  0.920804  -0.234584  -0.946046
N  0.397603  1.739767  2.072517
N  0.048952  -2.631480  -1.004901
C  0.747601  0.879215  1.110552
C  0.170732  0.577755  -0.036507
C  -0.920258  1.332544  -0.677403
H  0.790767  1.834172  2.938266
H  -1.857760  0.867781  -0.553226
H  -1.002947  2.295671  -0.242506
H  -0.325299  -2.468950  -1.947659
H  0.502533  -3.587305  -1.004868
H  -0.809333  1.354223  -1.726940
H  1.644607  0.255017  1.426150
H  -0.379221  2.298468  1.762784
H  0.652428  -1.796433  -0.985417
H  -0.581208  -2.715862  -0.184798

Forces on atoms 1 to 2 (eV/Å):
-0.1 0.2 0.4
-2.6 0.6 -3.3

The value obtained for the strongest force on any atom is 4.73 eV/Å. The calculation puts the calculated total energy at -329.38731 Ha. Its energy above the lowest of the compared OMol25 structures with the same formula, charge and spin is 25.1 kcal/mol. Its HOMO-LUMO gap is 7.9 eV. As for the total charge: +1. The value obtained for the lowest unoccupied orbital energy is -3.8 eV.

***

# 10
The following is a DFT calculation (ωB97M-V/def2-TZVPD) of 3 unconnected molecules or ions with the total composition C3H10IN2O2.

Geometry (Å):
I  17.146060  8.185330  20.800260
O  20.649540  4.414120  19.628040
O  21.350790  12.612460  20.805190
N  23.365000  12.213120  20.105870
N  22.139950  10.537050  20.806230
C  21.934050  5.035630  19.714950
C  22.950340  3.878610  19.690750
C  22.225390  11.847090  20.625040
H  22.909920  9.902260  20.650410
H  21.974610  5.606990  20.642310
H  19.972660  5.092070  19.689930
H  21.226260  10.195850  21.068630
H  23.561580  13.175350  19.870190
H  23.892130  4.386350  19.898910
H  22.045120  5.814380  18.960410
H  22.954770  3.533430  18.656860
H  24.109590  11.533370  20.045500
H  22.659050  3.083210  20.376750

Forces on atoms 1 to 2 (eV/Å):
0.2 -0.1 0.0
0.2 0.1 -0.3

The value obtained for the strongest force on any atom is 4.78 eV/Å. The calculation puts the calculated total energy at -678.08890 Ha. Its energy above the lowest of the compared OMol25 structures with the same formula, charge and spin is 32.6 kcal/mol. Its HOMO-LUMO gap is 6.0 eV. As for the total charge: -1. The value obtained for the lowest unoccupied orbital energy is 2.6 eV.

***

# 11
The following is a DFT calculation (ωB97M-V/def2-TZVPD) of 2 unconnected molecules or ions with the total composition C3H10N.

Geometry (Å):
N  1.108780  0.997403  1.169780
C  -0.204001  1.582330  0.875618
C  1.502157  -0.165608  0.828176
C  -1.912746  -2.085878  -2.400257
H  -0.464153  2.237653  1.698847
H  -0.900681  0.771409  0.702796
H  1.812081  1.633122  1.544203
H  -2.053550  -3.149959  -2.236394
H  -2.558240  -1.546703  -1.699945
H  0.808535  -0.792136  0.279366
H  -2.197218  -1.771965  -3.398551
H  2.424555  -0.581109  1.222115
H  -0.880752  -1.802103  -2.211031
H  -0.176555  2.201869  -0.019133

Forces on atoms 1 to 2 (eV/Å):
0.8 0.2 -0.8
0.0 0.1 -0.4

The value obtained for the strongest force on any atom is 1.12 eV/Å. The calculation puts the calculated total energy at -174.76038 Ha. Its energy above the lowest of the compared OMol25 structures with the same formula, charge and spin is 32.1 kcal/mol. Its HOMO-LUMO gap is 10.4 eV. As for the total charge: +1. The value obtained for the lowest unoccupied orbital energy is -5.6 eV.

***

# 12
The following is a DFT calculation (ωB97M-V/def2-TZVPD) of 2 unconnected molecules or ions with the total composition C3H10N2.

Geometry (Å):
N  0.469146  3.558106  0.830426
N  2.435674  4.265185  2.096656
C  -1.883453  -5.958548  -1.918929
C  1.059148  3.780354  2.180964
C  -2.046338  -5.303769  -3.065407
H  1.259963  3.263702  0.255304
H  -1.959053  -4.217813  -3.091985
H  -1.972818  -7.039474  -1.962666
H  -2.719518  -5.650787  -3.841116
H  1.042560  2.890612  2.810276
H  -1.622058  -5.472129  -0.992214
H  0.024249  2.638104  0.796769
H  2.466127  5.146565  1.591359
H  0.474957  4.569293  2.645785
H  2.971413  3.530597  1.664777

Forces on atoms 1 to 2 (eV/Å):
0.6 -1.3 -0.2
-0.9 -0.2 0.5

The value obtained for the strongest force on any atom is 2.13 eV/Å. The calculation puts the calculated total energy at -229.74458 Ha. Its energy above the lowest of the compared OMol25 structures with the same formula, charge and spin is 40.6 kcal/mol. Its HOMO-LUMO gap is 10.6 eV. The SMILES is C=C.NCN. The value obtained for the lowest unoccupied orbital energy is 1.2 eV.

***

Repeat the first record exactly.
The following is a DFT calculation (ωB97M-V/def2-TZVPD) of a single C3Cl5F molecule.

Geometry (Å):
Cl  1.075556  -1.396842  -1.469903
Cl  -1.785726  -1.561166  -0.015200
Cl  0.986030  -1.315485  1.430829
Cl  2.600272  0.646465  -0.038190
Cl  0.043879  2.257495  0.006240
F  -2.408047  1.020103  -0.002459
C  -1.420466  0.105870  0.100403
C  1.048088  -0.318469  0.003681
C  -0.139584  0.562029  -0.015403

Forces on atoms 1 to 2 (eV/Å):
0.1 0.5 0.4
-0.9 0.7 0.2

The value obtained for the strongest force on any atom is 2.43 eV/Å. The calculation puts the calculated total energy at -2515.09257 Ha. Its energy above the lowest of the compared OMol25 structures with the same formula, charge and spin is 0.0 kcal/mol. Its HOMO-LUMO gap is 9.7 eV. The SMILES is F/C(Cl)=C(\Cl)C(Cl)(Cl)Cl. The value obtained for the lowest unoccupied orbital energy is 0.0 eV.

***

Which formula does entry 1 have?
C3Cl5F

***

Number 3 is which compound?
C3F3N2P